Entry 1:
Molecular formula: C22H26N2OPS2Se2Zr
Method: DFT, ωB97M-V/def2-TZVPD

Geometry as ORCA input:
```
! wB97M-V def2-TZVPD RIJCOSX def2/J DEFGRID3
* xyz 3 1
Zr -0.8017 -0.4140 -0.6628
Se 1.5944 -1.1947 -1.0123
P 1.4457 -1.2475 1.2411
Se -0.7106 -1.0093 1.7873
C 2.3871 0.1343 1.8717
C 3.6290 0.4208 1.2940
C 4.4194 1.4166 1.8420
C 3.9773 2.1210 2.9572
C 2.7455 1.8336 3.5302
C 1.9440 0.8368 2.9938
C 2.0168 -2.8398 1.7854
C 3.2271 -3.3093 1.2623
C 3.7648 -4.4816 1.7596
C 3.1045 -5.1772 2.7669
C 1.9049 -4.7070 3.2833
C 1.3521 -3.5333 2.7977
H 3.9847 -0.1254 0.4286
H 5.3840 1.6375 1.4056
H 4.6028 2.8923 3.3867
H 2.4133 2.3751 4.4056
H 0.9931 0.6087 3.4590
H 3.7476 -2.7749 0.4766
H 4.6985 -4.8548 1.3620
H 3.5312 -6.0937 3.1519
H 1.3994 -5.2520 4.0684
H 0.4218 -3.1703 3.2145
C -3.8184 -4.0635 -1.2944
N -3.5408 -3.4561 -2.6023
C -3.1864 -2.2108 -2.8184
S -3.0789 -1.0888 -1.4575
N -2.9805 -1.7511 -4.0400
C -3.1861 -2.5497 -5.2519
H -3.9825 -5.1246 -1.4536
H -4.7110 -3.6260 -0.8517
H -2.9686 -3.9338 -0.6285
H -3.7195 -4.0327 -3.4143
H -2.8850 -0.7527 -4.1383
H -4.2363 -2.8252 -5.3622
H -2.5594 -3.4414 -5.2273
H -2.8909 -1.9508 -6.1072
C 1.2714 3.1722 -0.2908
S -0.3729 2.8512 0.3039
O -0.7682 1.5560 -0.5660
C -1.3309 4.1557 -0.3232
C -1.2437 4.5988 -1.6463
C -2.0164 5.6765 -2.0246
C -2.8490 6.3022 -1.0948
C -2.9279 5.8518 0.2143
C -2.1689 4.7621 0.6129
H 1.2679 3.3195 -1.3683
H 1.8982 2.3306 0.0043
H 1.6023 4.0779 0.2198
H -0.5942 4.1159 -2.3646
H -1.9693 6.0437 -3.0404
H -3.4402 7.1547 -1.4019
H -3.5750 6.3465 0.9249
H -2.2158 4.4001 1.6324
*
```

Calculated values
- gap between HOMO and LUMO (eV) = 7.3

Let us look at the Mulliken charges, expressed in e, one per atom:
1 Zr 0.6048
2 Se -0.0909
3 P 0.0786
4 Se -0.2105
5 C 1.3397
6 C -0.3670
7 C -0.7364
8 C -0.5472
9 C -0.7812
10 C -0.3048
11 C 1.7077
12 C -0.4069
13 C -0.7711
14 C -0.5172
15 C -0.7084
16 C -0.5500
17 H 0.2980
18 H 0.4567
19 H 0.4659
20 H 0.4678
21 H 0.3848
22 H 0.2639
23 H 0.4325
24 H 0.4253
25 H 0.4346
26 H 0.2269
27 C -0.9244
28 N -0.1740
29 C 0.6477
30 S -0.3993
31 N -0.1419
32 C -1.0413
33 H 0.3470
34 H 0.3704
35 H 0.3147
36 H 0.2626
37 H 0.2871
38 H 0.3832
39 H 0.3732
40 H 0.3443
41 C -0.6736
42 S 0.5781
43 O -0.2678
44 C 0.6901
45 C -0.3089
46 C -0.7666
47 C -0.4204
48 C -0.7018
49 C -0.3239
50 H 0.3941
51 H 0.0742
52 H 0.4573
53 H 0.3191
54 H 0.4247
55 H 0.4362
56 H 0.4229
57 H 0.4213

=====

Entry 2:
Molecular formula: C6H10O
Method: DFT, ωB97M-V/def2-TZVPD

Geometry as ORCA input:
```
! wB97M-V def2-TZVPD RIJCOSX def2/J DEFGRID3
* xyz 0 1
C 1.1343 0.2851 -1.0285
C -0.1305 1.0962 -1.1486
O -1.2543 0.5451 -1.3516
C -1.6843 -0.2829 0.4408
C -0.5726 0.3807 1.1811
C 0.4181 -0.6420 1.2113
C 0.9551 -0.9997 -0.1296
H 1.9437 0.9232 -0.6504
H 1.4401 -0.0844 -2.0138
H -0.2069 1.2894 0.4758
H -0.0274 2.1837 -1.2826
H -2.7077 -0.1133 0.7875
H -1.5345 -1.2466 -0.0180
H -0.8807 0.7741 2.1528
H 0.9428 -0.9201 2.1216
H 0.2638 -1.6418 -0.6896
H 1.9011 -1.5466 -0.0582
*
```

Calculated values
- gap between HOMO and LUMO (alpha / beta) (eV) = 7.8 / 7.7

Let us look at the Mulliken charges, expressed in e, one per atom:
1 C -0.5171
2 C -0.1990
3 O -0.5575
4 C -0.6135
5 C -0.1729
6 C -0.5099
7 C -0.5054
8 H 0.2965
9 H 0.3391
10 H 0.0080
11 H 0.4545
12 H 0.3199
13 H 0.2599
14 H 0.3934
15 H 0.3971
16 H 0.2112
17 H 0.3957

=====

| no. | E (eV) | maximum force (eV/Å) |
| --- | --- | --- |
| 1 | -191174.418 | 0.40 |
| 2 | -8426.544 | 1.11 |